Computed, not measured: a cluster of 10 separate species, C3H26N2O10S in total in a non-equilibrium geometry, with wB97M-V/def2-TZVPD.

Output
- 2S+1 = 2
- LUMO (alpha / beta) (eV) = -3.2 / -8.8
- energy (a.u.) = -1389.60963
- HOMO-LUMO gap (alpha / beta) (eV) = 9.71 / 4.10
- net charge = +1

The geometry in XYZ format:
```
42
Properties=species:S:1:pos:R:3:lowdin_spin:R:1
S 0.507 1.788 -3.611 0.153
O 2.025 -1.955 2.644 0.000
O 3.461 0.612 -0.648 0.001
O -1.153 1.085 2.380 0.001
O 2.371 2.400 1.428 0.004
O 1.812 0.568 3.445 0.000
O -3.131 -0.286 -1.253 0.193
O 2.226 -1.333 -2.365 0.000
O -1.439 -3.107 -1.688 0.000
O 0.385 -2.233 0.518 0.001
O -2.097 -2.073 2.152 0.000
N -0.266 1.140 -0.532 0.427
N -3.306 1.452 -0.138 0.014
C -0.868 0.800 -2.939 0.009
C -1.285 1.367 -1.534 0.083
C -2.562 0.699 -0.984 0.064
H 2.733 1.204 -0.959 0.000
H 1.538 -2.049 1.799 0.000
H -0.500 0.937 3.066 0.000
H -2.870 -1.855 2.689 0.000
H -1.423 -2.674 -0.911 0.000
H 2.378 0.883 2.704 0.000
H -4.099 1.057 0.250 0.000
H 1.095 -2.821 0.155 0.000
H -1.279 2.028 2.472 0.000
H 1.946 -0.343 3.474 0.000
H -1.502 -1.324 2.270 0.000
H 0.170 0.177 -0.494 0.010
H -0.674 1.218 0.387 0.013
H 2.420 3.354 1.259 0.000
H -1.735 1.000 -3.608 0.007
H 3.417 -0.077 -1.246 0.000
H 2.152 2.092 0.660 0.001
H -0.607 -0.339 -2.902 0.002
H 1.536 -2.300 3.344 0.000
H 2.078 -0.853 -3.211 0.001
H -0.352 -2.901 0.614 0.000
H -1.602 2.449 -1.677 0.016
H 0.827 2.673 -2.632 0.000
H -2.061 -2.526 -2.037 0.000
H -3.015 2.188 0.359 0.001
H 2.749 -2.124 -2.702 0.000
```